C2H3NOS2 | wB97M-V/def2-TZVPD

Last columns: bonded neighbours and bond lengths (Å).
Atoms and positions in Å:
1 C 1.161 1.272 0.432  N3 1.199, S5 1.840, H7 1.095
2 C -0.351 -1.109 -0.441  S5 1.864, S6 1.847, H8 1.093, H9 1.138
3 N 0.777 1.927 -0.496  C1 1.199
4 O -2.455 0.256 0.666  S6 1.431
5 S 0.930 -0.520 0.778  C1 1.840, C2 1.864
6 S -1.948 -0.192 -0.595  C2 1.847, O4 1.431
7 H 2.011 1.543 1.067  C1 1.095
8 H 0.113 -1.031 -1.428  C2 1.093
9 H -0.237 -2.145 0.017  C2 1.138

Results
energy relative to the best compared isomer or geometry (same formula, charge and spin)	120.6	kcal/mol
spin multiplicity	1
charge	0
highest occupied orbital energy	-7.895	eV
orbital gap	4.98	eV